Entry from OMol25: a cluster of 2 separate species, C3H9O3 in total (ωB97M-V with the def2-TZVPD basis set).

Computed properties:
- E_LUMO: 3.5 eV
- HOMO-LUMO gap: 5.8 eV
- Charge: -1
- Energy relative to the best compared isomer or geometry (same formula, charge and spin): 82.6 kJ/mol

Geometry (Å):
C 0.1646 -0.2243 0.5913
C -1.0543 0.0196 -0.2683
O -0.7138 0.2020 -1.6723
C -0.1846 -0.4403 2.0986
O 0.8255 -0.8929 2.8336
H 0.6933 -1.1389 0.2889
H 0.8496 0.6104 0.4348
H -1.5740 0.9128 0.0995
H -1.7724 -0.7995 -0.1902
H -1.1341 1.0098 -1.9743
H -1.0885 -1.1175 2.0590
H -0.6220 0.5346 2.4687
H 2.5637 0.6611 -1.9595
H 1.1099 0.2524 -2.1586
O 1.9371 0.4109 -2.6511


Entry from OMol25: an isolated molecule of C3H9O3P in a non-equilibrium geometry (ωB97M-V with the def2-TZVPD basis set).

Computed properties:
- SMILES: C[C@H](O)C(O)(O)P
- E_LUMO: 0.6 eV
- HOMO-LUMO gap: 9.7 eV
- Energy relative to the best compared isomer or geometry (same formula, charge and spin): 256.9 kJ/mol

Geometry (Å):
C 0.6233 0.7539 1.6215
C 0.6511 0.5547 0.0847
C -0.3795 -0.6076 -0.3253
O 0.2950 1.6480 -0.6582
O -1.7227 -0.5012 0.0638
O 0.1155 -1.8499 0.1183
P -0.5694 -0.1948 -2.2819
H -0.1812 0.2757 2.1125
H 1.4686 0.0271 2.0270
H 0.7489 1.7797 2.0507
H 1.7052 0.3263 -0.1446
H -0.7489 1.8359 -0.6594
H -1.9875 -0.9504 0.9053
H -0.3729 -2.5057 -0.3323
H -0.5527 -1.5975 -2.3789
H 0.8020 0.0646 -2.5852


Entry from OMol25: a cluster of 3 separate species, C3H9O4 in total in a non-equilibrium geometry (ωB97M-V with the def2-TZVPD basis set).

Computed properties:
- E_LUMO: 3.9 eV
- HOMO-LUMO gap: 8.8 eV
- Charge: -1
- Energy relative to the best compared isomer or geometry (same formula, charge and spin): 12.7 kJ/mol

Geometry (Å):
O 1.7654 -0.0322 0.5331
C 0.5250 -0.1045 0.5166
O -0.2565 0.8073 0.9492
C -0.2489 -1.2998 -0.0302
C 0.4738 -2.0470 -1.1583
H -0.3961 -1.9968 0.8177
H -1.1544 -0.9461 -0.4986
H 1.5608 -2.1588 -1.1028
H 0.1320 -3.0819 -1.3051
H 0.2721 -1.5174 -2.0525
H 2.3689 1.7477 0.7797
H 1.0275 2.5675 0.8102
O 1.9542 2.5894 0.5599
H -3.3440 1.5073 0.2186
H -1.9098 1.7317 0.4669
O -2.7699 2.2335 0.4956


Entry from OMol25: a cluster of 2 separate species, C3H9OPS2 in total in a non-equilibrium geometry (ωB97M-V with the def2-TZVPD basis set).

Computed properties:
- E_LUMO (spin up / spin down): -1.7 / -0.7 eV
- HOMO-LUMO gap (spin up / spin down): 6.1 / 7.3 eV
- Energy relative to the best compared isomer or geometry (same formula, charge and spin): 441.3 kJ/mol

Geometry (Å):
C 2.2583 0.9124 0.7476
C -1.5805 -1.9678 0.7354
C 1.9378 0.2791 -0.6751
O -4.0740 1.2704 0.1777
P 0.1282 0.1815 -0.9994
S -0.9993 1.4910 -0.0788
S -0.1600 -1.8411 -0.1813
H 1.4590 1.7069 1.0778
H 2.3467 0.1611 1.5337
H 3.2624 1.3842 0.6367
H -2.0326 -2.9256 0.5350
H -4.4542 1.7462 -0.6083
H -1.7383 -1.3475 1.6351
H 2.3351 -0.5815 -1.1579
H 2.2005 1.0177 -1.4018
H -3.9049 1.8095 0.9827


Entry from OMol25: a cluster of 2 separate species, C3H9OS in total (ωB97M-V with the def2-TZVPD basis set).

Computed properties:
- E_LUMO: 3.5 eV
- HOMO-LUMO gap: 6.0 eV
- Charge: -1
- Energy relative to the best compared isomer or geometry (same formula, charge and spin): 199.3 kJ/mol

Geometry (Å):
C 1.7219 -0.3588 -0.4836
C 0.4125 -0.8088 0.1360
S 0.5282 -0.6988 1.9702
H 2.5660 -0.9188 -0.0790
H 1.8612 0.7135 -0.3817
H 1.6648 -0.5103 -1.5594
H -0.4241 -0.2042 -0.2747
H 0.2892 -1.8764 -0.0558
H -0.7274 -0.3098 2.2266
C -2.0489 1.4370 -1.9519
O -0.8475 1.0500 -1.4622
H -2.1443 2.5402 -2.1022
H -2.3317 1.0035 -2.9388
H -2.9241 1.1800 -1.2950


Entry from OMol25: a cluster of 2 separate species, C3H9OS in total in a non-equilibrium geometry (ωB97M-V with the def2-TZVPD basis set).

Computed properties:
- Spin multiplicity: 2
- E_LUMO (spin up / spin down): 0.8 / -2.3 eV
- HOMO-LUMO gap (spin up / spin down): 10.6 / 7.1 eV
- Energy relative to the best compared isomer or geometry (same formula, charge and spin): 72.0 kJ/mol

Geometry (Å):
C 0.0232 1.3846 3.2750
S -0.2422 1.0683 1.5061
H 0.1977 0.4942 3.8721
H -0.7751 1.9672 3.7300
H 0.9144 2.0173 3.3123
C -0.3618 -0.2621 -1.7889
O 0.7853 0.5669 -1.5521
C 0.0503 -1.7415 -2.0279
H -0.9116 0.1641 -2.6336
H -1.0719 -0.1598 -0.9634
H 0.8761 0.5901 -0.6124
H 0.1553 -1.8605 -3.0943
H -0.6457 -2.3915 -1.5034
H 1.0060 -1.8373 -1.5194


Entry from OMol25: a cluster of 2 separate species, C3H9PS3 in total (ωB97M-V with the def2-TZVPD basis set).

Computed properties:
- SMILES: SP(S)S.C=CC
- E_LUMO: 0.6 eV
- HOMO-LUMO gap: 9.5 eV
- Energy relative to the best compared isomer or geometry (same formula, charge and spin): 115.8 kJ/mol

Geometry (Å):
C 0.7672 -1.3308 2.4987
C 2.2610 -0.8603 0.5506
C 1.0619 -1.0525 1.0640
P -1.4865 0.9707 -2.0118
S -3.1266 0.6702 -3.2863
S -2.5621 1.0131 -0.1952
S -1.0715 3.0374 -2.4186
H 0.0606 -0.6014 2.8936
H 0.3077 -2.3152 2.5982
H 1.6753 -1.3057 3.0958
H -2.3492 0.6816 -4.3709
H 2.4021 -0.6840 -0.5018
H 3.1510 -0.8747 1.1569
H 0.1932 -1.0446 0.4126
H -1.4702 0.7453 0.5193
H 0.1861 2.9509 -2.0050


Entry from OMol25: a cluster of 2 separate species, C3H9PS3 in total in a non-equilibrium geometry (ωB97M-V with the def2-TZVPD basis set).

Computed properties:
- SMILES: C[C@@H](S)C(P)=S.S
- E_LUMO: -0.8 eV
- HOMO-LUMO gap: 8.0 eV
- Energy relative to the best compared isomer or geometry (same formula, charge and spin): 312.5 kJ/mol

Geometry (Å):
C -2.2103 0.2677 0.6274
C -1.0248 0.2048 -0.3687
C -0.1322 -0.9756 -0.1933
P 0.6408 -1.6659 -1.6150
S 0.2270 1.5549 -0.2686
S 3.5524 0.3950 0.4532
S -0.1932 -1.9383 1.1825
H -3.1236 -0.1172 0.2385
H -1.9540 -0.3651 1.4908
H -2.2954 1.2975 1.0186
H -1.2849 0.2456 -1.4257
H 0.4937 -0.5306 -2.4417
H 1.9590 -1.5066 -1.2466
H 2.3835 0.8092 -0.0201
H 3.0117 0.1191 1.6618
H -0.0497 2.2056 0.9069


Entry from OMol25: a cluster of 2 separate species, C3H9S in total (ωB97M-V with the def2-TZVPD basis set).

Computed properties:
- E_LUMO: 4.1 eV
- HOMO-LUMO gap: 6.6 eV
- Charge: -1
- Energy relative to the best compared isomer or geometry (same formula, charge and spin): 0.0 kJ/mol

Geometry (Å):
S -2.2785 0.1999 0.3774
H -3.6191 0.2529 0.4394
C 1.8647 -1.2451 0.2927
C 1.1462 -0.3413 -0.6981
C 1.3149 1.1349 -0.3606
H 1.3897 -1.1506 1.2746
H 1.8978 -2.2859 -0.0121
H 2.9023 -0.9166 0.4311
H 1.4435 -0.5360 -1.7313
H 0.0685 -0.5255 -0.6713
H 0.7626 1.7500 -1.0664
H 2.3561 1.4710 -0.3666
H 0.8910 1.3367 0.6252


Entry from OMol25: a structure of composition C3HAlFO2 in a non-equilibrium geometry (ωB97M-V with the def2-TZVPD basis set).

Computed properties:
- Spin multiplicity: 2
- E_LUMO (spin up / spin down): -13.7 / -14.0 eV
- HOMO-LUMO gap (spin up / spin down): 6.6 / 6.3 eV
- Charge: +2
- Energy relative to the best compared isomer or geometry (same formula, charge and spin): 163.6 kJ/mol

Geometry (Å):
H 0.5377 1.8592 0.1476
O -1.2964 -0.3991 0.2573
O 0.8540 -0.3116 0.2615
C -1.0641 0.8615 -0.3128
C 0.4085 0.8555 -0.4203
C -0.2000 -1.0663 0.5326
F 0.9091 0.8475 -1.7066
Al -0.1487 -2.6467 1.2407


Entry from OMol25: a structure of composition C3HAuO2 in a non-equilibrium geometry (ωB97M-V with the def2-TZVPD basis set).

Computed properties:
- Spin multiplicity: 4
- E_LUMO (spin up / spin down): -17.6 / -21.1 eV
- HOMO-LUMO gap (spin up / spin down): 11.0 / 7.2 eV
- Charge: +3
- Energy relative to the best compared isomer or geometry (same formula, charge and spin): 108.8 kJ/mol

Geometry (Å):
C 0.7716 -1.6454 1.4981
H 0.7928 -2.5934 2.0211
C 0.7125 -0.4340 1.1840
O -0.7789 -1.1481 -0.0924
C -0.1900 -0.0174 0.1233
Au -0.1416 1.6688 -2.0312
O -0.2555 0.9861 -0.5671


Entry from OMol25: a structure of composition C3HBaFO2 in a non-equilibrium geometry (ωB97M-V with the def2-TZVPD basis set).

Computed properties:
- E_LUMO: -9.2 eV
- HOMO-LUMO gap: 7.8 eV
- Charge: +2
- Energy relative to the best compared isomer or geometry (same formula, charge and spin): 238.1 kJ/mol

Geometry (Å):
H 0.3184 -1.4868 -1.2366
O 1.1610 0.1621 0.5204
O -0.9300 -0.0185 0.0723
C 1.2024 -0.2093 -0.7622
C -0.1976 -0.3156 -1.1367
C -0.1131 0.3292 0.9803
F -0.6813 0.3003 -2.1822
Ba -0.7599 1.2386 3.7448


Entry from OMol25: a structure of composition C3HBr3O2 in a non-equilibrium geometry (ωB97M-V with the def2-TZVPD basis set).

Computed properties:
- E_LUMO: -0.5 eV
- HOMO-LUMO gap: 8.2 eV
- Energy relative to the best compared isomer or geometry (same formula, charge and spin): 178.1 kJ/mol

Geometry (Å):
C 1.6702 0.3054 0.1523
C -0.3459 -0.8327 -0.2408
C -1.4237 0.3436 -0.1967
O 1.2987 1.0210 1.0166
O 0.9988 -0.5815 -0.5095
Br -0.8311 -2.5694 -0.3978
Br -3.1572 -0.2456 0.3289
Br -0.9314 2.1014 0.2239
H 2.7216 0.4577 -0.3770


Entry from OMol25: an isolated molecule of C3HBrCl3NOS in a non-equilibrium geometry (ωB97M-V with the def2-TZVPD basis set).

Computed properties:
- E_LUMO: -0.2 eV
- HOMO-LUMO gap: 8.9 eV
- Energy relative to the best compared isomer or geometry (same formula, charge and spin): 82.3 kJ/mol

Geometry (Å):
C 0.8232 -0.9270 0.4807
C -0.6742 -0.6885 0.4170
C -0.6645 1.2435 -0.4422
N 1.4985 -0.1332 -0.3814
O 1.3502 -1.7125 1.2251
S 0.7603 0.9605 -1.4751
Cl -1.4926 -0.5787 1.9121
Cl -2.1468 1.4492 -1.2856
Cl -0.4464 2.3450 0.8921
Br -1.5128 -1.7540 -0.9157
H 2.5051 -0.2044 -0.4270


Entry from OMol25: an isolated molecule of C3HBrF2 in a non-equilibrium geometry (ωB97M-V with the def2-TZVPD basis set).

Computed properties:
- E_LUMO (spin up / spin down): -1.7 / -1.8 eV
- HOMO-LUMO gap (spin up / spin down): 8.3 / 7.6 eV
- Energy relative to the best compared isomer or geometry (same formula, charge and spin): 392.6 kJ/mol

Geometry (Å):
C 0.4151 -0.5413 1.8444
C 0.0605 0.1938 0.9294
C -0.0314 0.9088 -0.2788
F -0.6215 -0.8668 -2.5500
F 1.1401 1.0612 -0.9592
Br -1.3496 0.6904 -1.4222
H 0.3868 -1.4460 2.4365


Entry from OMol25: a structure of composition C3HBrI2O in a non-equilibrium geometry (ωB97M-V with the def2-TZVPD basis set).

Computed properties:
- Spin multiplicity: 3
- E_LUMO (spin up / spin down): -0.9 / -2.9 eV
- HOMO-LUMO gap (spin up / spin down): 5.4 / 6.5 eV
- Energy relative to the best compared isomer or geometry (same formula, charge and spin): 137.1 kJ/mol

Geometry (Å):
C 1.7918 0.2707 -0.3961
C -0.4844 0.6170 0.1758
C -1.0615 -0.5453 0.2248
O 2.5578 0.8579 0.2370
Br -2.8925 -1.0491 0.3140
I -1.6775 2.4216 0.3721
I 0.3090 -2.2474 0.3596
H 1.4572 -0.3253 -1.2871


Entry from OMol25: an isolated molecule of C3HBrN2O2 in a non-equilibrium geometry (ωB97M-V with the def2-TZVPD basis set).

Computed properties:
- E_LUMO (spin up / spin down): -1.9 / -1.9 eV
- HOMO-LUMO gap (spin up / spin down): 7.6 / 7.6 eV

Geometry (Å):
C -0.7520 1.2691 0.6111
C -1.1108 0.1258 -0.1614
C 1.1654 -0.3887 -0.2348
N 1.8474 0.2290 0.6106
N -0.0502 -0.6156 -0.7055
O -2.2612 -0.0028 -0.5195
O 2.3980 -0.7506 -0.5056
Br -1.0280 1.4024 2.3693
H -0.2085 -1.2685 -1.4641


Entry from OMol25: a cluster of 2 separate species, C3HCl3F2 in total in a non-equilibrium geometry (ωB97M-V with the def2-TZVPD basis set).

Computed properties:
- E_LUMO: -1.0 eV
- HOMO-LUMO gap: 8.4 eV
- Energy relative to the best compared isomer or geometry (same formula, charge and spin): 318.2 kJ/mol

Geometry (Å):
C -0.3326 -0.9220 0.5013
C -1.4406 -0.8661 -0.2329
C 1.4457 1.7202 0.1154
F 0.8301 -1.2005 -0.0502
F -1.5532 -1.1909 -1.5442
Cl -2.9614 -0.6629 0.5691
Cl 1.2487 2.2898 -1.4479
Cl 3.0282 1.4090 0.5631
H -0.2650 -0.5766 1.5264


Entry from OMol25: a structure of composition C3HCl3N2O in a non-equilibrium geometry (ωB97M-V with the def2-TZVPD basis set).

Computed properties:
- E_LUMO: -1.0 eV
- HOMO-LUMO gap: 8.7 eV
- Energy relative to the best compared isomer or geometry (same formula, charge and spin): 8.6 kJ/mol

Geometry (Å):
C 0.2731 0.2547 -1.3199
C 1.6770 1.6616 -0.6891
C -0.8737 3.9766 -1.4273
N 1.0462 1.1756 -1.8109
N 1.3475 1.0128 0.4042
O 0.3414 0.1392 0.0135
Cl 2.9614 2.7394 -0.9769
Cl -1.5235 2.7627 -2.3183
Cl -0.9790 3.5446 0.2264
H -0.5137 -0.2993 -1.9452


Entry from OMol25: a cluster of 2 separate species, C3HClF2 in total in a non-equilibrium geometry (ωB97M-V with the def2-TZVPD basis set).

Computed properties:
- Spin multiplicity: 3
- E_LUMO (spin up / spin down): 0.8 / -1.7 eV
- HOMO-LUMO gap (spin up / spin down): 8.9 / 9.0 eV
- Energy relative to the best compared isomer or geometry (same formula, charge and spin): 0.0 kJ/mol

Geometry (Å):
C -0.1483 0.3673 0.4212
C -3.1840 1.3734 -0.9043
C -0.1774 1.4431 0.9556
F -0.2931 2.6377 1.3969
F -4.1299 1.1328 -0.0226
Cl -2.6335 2.8808 -1.0749
H -0.2985 -0.3172 -0.3442